Below is a cluster of 2 separate species, C3H8O2S in total at a distorted geometry, with properties calculated with ωB97M-V/def2-TZVPD.

Geometry as XYZ:
```
14
Properties=species:S:1:pos:R:3:forces:R:3:lowdin_charge:R:1
C -1.71715 0.44714 -0.61357 -0.223 1.268 0.112 -0.18
C -0.29012 0.85708 -1.03620 -1.748 -2.429 -0.995 -0.45
S 0.67764 -0.71382 -1.68042 2.615 0.394 0.700 0.61
H -2.24634 1.37089 -0.16728 0.593 -1.471 -0.728 0.10
H -1.67265 -0.34665 0.15031 -0.058 0.402 -0.282 0.06
H -2.27340 0.05703 -1.50537 0.360 0.499 0.897 0.08
H -0.24813 1.51435 -1.88206 -0.176 0.344 -0.310 0.04
H 0.36486 1.18870 -0.25142 0.255 -0.230 0.277 0.02
H 0.38226 -1.92522 -2.27204 -1.612 1.166 0.344 -0.15
O 1.58250 0.69660 1.44522 0.821 3.647 -1.815 0.06
C 1.46882 -0.20516 2.16542 -1.099 -3.250 2.024 -0.42
O 1.21200 -1.44405 1.68596 0.546 0.200 -0.837 0.01
H 1.46639 -0.13038 3.29667 0.099 -0.444 -1.055 0.16
H 1.29331 -1.36651 0.66478 -0.373 -0.097 1.667 0.06
```
Forces are in eV/Å.

Values from the calculation:
SMILES string = O=CO.CCS
ΔE to the lowest compared entry with this formula, charge and spin = 155.62 kJ/mol
E_HOMO = -9.26 eV
LUMO = 0.36 eV
orbital gap = 9.62 eV

=====

Below is the ion C6H7O2S with charge -1, with properties calculated with ωB97M-V/def2-TZVPD.

Geometry as XYZ:
```
16
Properties=species:S:1:pos:R:3:forces:R:3:lowdin_charge:R:1
C -0.25345 0.05117 -0.39669 0.613 0.095 0.344 -0.44
C -1.24158 -0.63557 0.32945 -0.384 -0.210 0.278 -0.51
C -0.36826 0.70877 -1.63879 -0.004 0.188 -0.228 -0.55
C -0.66251 -1.25726 1.62680 -0.177 0.041 -0.067 -0.21
C 0.56530 -0.46948 2.01508 0.327 0.233 -0.201 -0.50
C 0.93222 1.31739 -2.17705 -0.293 0.039 -0.116 -0.09
O -1.40421 0.81918 -2.30023 -0.045 0.060 -0.195 -0.02
O -2.43106 -0.78883 0.05099 -0.210 -0.146 0.062 -0.02
S 1.34123 0.01113 0.43446 0.126 -0.196 0.161 0.83
H -1.42205 -1.25397 2.41130 -0.048 -0.032 -0.104 0.10
H -0.39858 -2.29631 1.40371 -0.006 -0.008 -0.012 0.11
H 0.30364 0.44600 2.55254 -0.066 -0.090 0.042 0.07
H 1.29346 -1.03586 2.59717 -0.043 0.042 0.026 0.05
H 1.67684 0.53551 -2.31880 0.165 -0.054 -0.021 0.06
H 1.33265 2.03567 -1.46380 0.105 0.064 0.062 0.05
H 0.73635 1.81246 -3.12616 -0.060 -0.025 -0.031 0.06
```
Forces are in eV/Å.

Values from the calculation:
charge = -1
SMILES string = CC(=O)C1=C([O-])CCS1
ΔE to the lowest compared entry with this formula, charge and spin = 0.00 kJ/mol
E_HOMO = -2.81 eV
LUMO = 3.32 eV
orbital gap = 6.13 eV

=====

Below is a structure of composition C14H30FInNO2 at a distorted geometry, with properties calculated with ωB97M-V/def2-TZVPD.

Geometry as XYZ:
```
49
Properties=species:S:1:pos:R:3:forces:R:3:lowdin_charge:R:1
C 5.37060 1.38011 1.30991 -0.326 0.156 0.130 -0.11
C 3.86068 1.16562 1.10030 0.302 -0.417 0.099 -0.26
C 3.48808 0.47401 -0.21466 -0.493 -0.043 0.501 -0.22
C 2.21693 -0.36540 -0.06454 0.041 -0.067 -0.633 -0.24
C 1.53852 -0.69687 -1.39140 -0.257 -0.142 0.437 -0.33
C 0.31910 -1.61296 -1.17387 0.155 0.289 -0.342 -0.27
In -1.61640 -0.52157 -1.03069 -0.305 -0.179 -0.015 0.88
C -1.59316 1.34666 -2.28089 0.407 -0.513 0.346 -0.31
N -1.15764 2.47438 -1.44675 -0.366 0.137 0.078 -0.22
C -1.65287 3.76590 -1.87192 0.127 -0.251 0.230 -0.18
C -3.23748 -1.97791 -1.69286 0.591 -0.026 -0.041 -0.20
O -3.63836 -2.87367 -0.57809 0.807 -0.005 0.608 -0.12
C -2.69103 -3.75525 -0.20920 0.517 -1.344 -1.645 -0.56
C -2.43347 -3.82916 1.27397 -0.158 -0.258 -0.180 0.01
O -2.08243 -4.49228 -0.99961 -1.000 1.612 1.294 0.05
C -2.17668 0.13317 1.04320 0.239 0.238 -0.527 -0.35
F -3.43352 0.82181 0.92667 -0.161 0.024 0.013 -0.16
C -1.19791 1.09386 1.71621 -0.234 -0.297 0.577 -0.29
C -0.61716 0.50643 3.00441 0.099 0.289 -0.186 -0.13
H 5.65424 2.42856 1.27985 0.084 0.132 -0.217 0.06
H 5.93271 0.83147 0.56142 0.210 0.006 -0.114 0.06
H 5.67897 1.01699 2.28703 0.077 -0.082 0.112 0.06
H 3.30780 2.09353 1.21570 -0.082 0.164 -0.035 0.10
H 3.50812 0.51504 1.89937 -0.099 -0.055 0.136 0.10
H 3.33439 1.19716 -1.01308 0.179 0.137 -0.173 0.11
H 4.29159 -0.20319 -0.49585 0.203 0.033 -0.242 0.10
H 1.49006 0.11747 0.58889 -0.055 0.141 0.125 0.09
H 2.47568 -1.32272 0.38844 0.044 -0.034 0.333 0.11
H 2.27322 -1.16380 -2.05320 0.165 -0.028 -0.082 0.10
H 1.23698 0.23830 -1.86894 0.035 0.133 -0.168 0.08
H 0.51981 -2.27598 -0.33191 -0.048 -0.092 0.167 0.02
H 0.22409 -2.27460 -2.03587 -0.181 -0.081 -0.084 0.02
H -2.59405 1.55344 -2.65233 -0.217 0.025 0.078 0.02
H -0.95537 1.22598 -3.16617 0.000 0.102 -0.218 0.02
H -0.15802 2.48441 -1.32970 0.159 -0.050 -0.079 0.07
H -1.53729 3.95602 -2.94733 0.091 0.126 -0.136 0.06
H -2.71369 3.82322 -1.63249 -0.182 0.028 -0.079 0.07
H -1.15950 4.54330 -1.29106 0.090 0.216 -0.069 0.06
H -4.13422 -1.47184 -2.02916 -0.332 -0.100 0.134 0.03
H -2.88193 -2.62481 -2.49131 -0.051 -0.036 -0.212 0.03
H -3.36773 -3.84605 1.82657 -0.099 0.169 0.100 0.08
H -1.83683 -2.97808 1.58706 -0.077 0.304 -0.022 0.07
H -1.86065 -4.72422 1.48588 0.016 -0.167 -0.010 0.08
H -2.38813 -0.68234 1.73216 -0.084 -0.179 0.135 0.05
H -0.40427 1.42437 1.05326 0.108 0.090 -0.125 0.06
H -1.76704 1.97740 2.00310 -0.066 0.213 -0.158 0.10
H -0.01056 1.24245 3.53247 0.175 0.035 0.038 0.06
H 0.00594 -0.36390 2.80777 0.032 -0.178 0.009 0.06
H -1.43010 0.22553 3.66928 -0.084 -0.178 0.111 0.07
```
Forces are in eV/Å.

Values from the calculation:
charge = -1
ΔE to the lowest compared entry with this formula, charge and spin = 0.00 kJ/mol
E_HOMO = -4.07 eV
LUMO = 2.94 eV
orbital gap = 7.01 eV

=====

Below is the molecule C18H18N4O at a distorted geometry, with properties calculated with ωB97M-V/def2-TZVPD.

Geometry as XYZ:
```
41
Properties=species:S:1:pos:R:3:forces:R:3:lowdin_charge:R:1
N 1.40818 -0.62406 1.33706 -1.028 0.629 2.487 0.17
N -0.38455 0.85818 -1.56334 2.481 -1.586 1.453 0.07
O 0.11663 1.58420 -5.60758 -1.878 0.474 0.677 -0.13
C 1.23251 -0.20013 2.63441 2.200 -0.352 -2.137 -0.24
C -0.98853 3.37497 2.15774 0.164 -2.305 -0.343 -0.09
C -0.65816 2.52277 1.09918 0.788 -0.555 0.737 0.04
C -0.71664 2.90578 3.53905 0.830 -1.159 -0.829 -0.07
C 0.68492 0.25139 0.58303 -0.040 -0.873 -1.939 -0.26
C 0.02844 1.75634 3.74084 -0.553 1.274 0.121 -0.03
C 0.18480 1.21426 1.37731 -3.306 5.495 -0.497 -0.14
C 0.52759 0.11570 -0.91042 -2.944 3.336 0.153 -0.03
C 2.64063 -2.33711 6.09897 -0.226 -0.829 0.645 -0.11
C 1.71366 -2.82907 5.20900 0.297 -0.988 -0.597 -0.11
C 3.20527 -1.15380 5.78454 1.164 3.447 -0.022 -0.12
C 1.42369 -2.20099 4.01694 -0.963 0.371 -0.264 -0.03
C 2.85479 -0.31279 4.68798 -0.447 -1.561 -1.250 0.00
C 1.90933 -0.88278 3.74559 -0.050 -0.347 1.813 -0.14
N 0.55626 0.99879 2.68883 -0.413 -0.794 -0.531 0.04
N -0.44072 0.87840 -2.92826 0.494 -3.157 -0.328 -0.18
C -1.00106 2.23279 -4.94106 -0.926 -1.168 0.222 -0.17
C 0.09956 0.22640 -5.21192 1.827 -0.216 -2.490 -0.26
C -0.78582 2.17068 -3.42607 1.562 1.816 0.337 -0.19
C 0.47203 0.02583 -3.80880 -0.812 0.341 1.883 -0.14
H -1.60746 4.26901 2.00873 0.458 -0.425 -0.042 0.09
H -0.98068 2.77388 0.03522 0.737 -0.634 1.672 0.10
H -1.14971 3.41469 4.41596 0.465 -0.262 -0.613 0.10
H 0.27735 1.39110 4.73018 -0.078 -0.016 -0.109 0.12
H 1.28746 -0.39369 -1.39905 1.167 -1.310 -1.006 0.07
H 2.94530 -2.85420 7.02696 -0.382 0.238 -0.709 0.12
H 1.28788 -3.79874 5.35450 -0.306 -0.444 0.261 0.10
H 3.90310 -0.71041 6.50178 0.039 -0.233 -0.298 0.10
H 0.67288 -2.76470 3.37404 1.139 1.360 0.495 0.14
H 3.44839 0.62871 4.47414 -1.192 -1.141 0.393 0.13
H -1.01248 3.26438 -5.28755 -0.098 -0.074 0.070 0.12
H -2.03835 1.73235 -5.14800 1.863 0.610 -0.200 0.15
H -0.82447 -0.26842 -5.51860 -0.160 0.069 0.162 0.13
H 0.95819 -0.21524 -5.80219 -1.072 0.114 0.379 0.15
H -1.61526 2.53358 -2.80293 -0.010 -0.016 -0.523 0.12
H 0.09598 2.86771 -3.20620 -0.895 -0.473 -0.234 0.14
H 0.47200 -1.09484 -3.68975 -0.508 1.110 0.826 0.14
H 1.49334 0.34533 -3.67403 0.611 0.232 0.173 0.11
```
Forces are in eV/Å.

Values from the calculation:
SMILES string = C(=N\N1CCOCC1)/c1nc(-c2ccccc2)n2ccccc12
ΔE to the lowest compared entry with this formula, charge and spin = 411.84 kJ/mol
E_HOMO = -7.25 eV
LUMO = 0.64 eV
orbital gap = 7.89 eV

=====

Below is the molecule C15H16ClNO2S, with properties calculated with ωB97M-V/def2-TZVPD.

Geometry as XYZ:
```
36
Properties=species:S:1:pos:R:3:forces:R:3:lowdin_charge:R:1
O -0.33741 -1.66240 -1.64050 0.008 0.330 0.086 -0.28
S 0.51110 -2.04684 -0.55636 0.033 -0.086 0.493 0.63
O 1.10275 -3.34952 -0.53574 0.199 0.102 0.236 -0.29
N -0.36701 -1.90396 0.84579 0.326 -0.389 -0.727 -0.13
H 0.11092 -2.29390 1.64224 0.192 -0.175 0.068 0.12
C -1.03993 -0.64741 1.07144 -0.352 0.369 0.063 -0.26
C -2.21589 -0.80956 2.03124 0.209 0.145 -0.123 -0.17
H -1.84527 -1.11912 3.01104 -0.024 -0.069 0.046 0.11
H -2.86702 -1.59612 1.64927 -0.020 -0.068 0.026 0.12
C -3.00577 0.49780 2.17070 0.064 -0.236 -0.021 -0.16
C -3.61920 0.90421 0.85986 -0.019 0.118 0.117 -0.25
C -3.03954 1.89007 0.07253 -0.023 -0.006 0.035 -0.06
C -3.58963 2.23155 -1.15059 0.025 0.060 -0.099 -0.08
C -4.72848 1.58873 -1.60296 -0.025 0.042 -0.096 -0.09
C -5.31576 0.60597 -0.82448 -0.069 -0.055 -0.038 -0.08
C -4.76389 0.26730 0.39746 0.025 0.015 0.001 -0.04
H -5.22686 -0.49899 1.00287 -0.058 -0.092 0.076 0.11
H -6.20608 0.10210 -1.17101 -0.072 -0.038 -0.026 0.10
H -5.15761 1.85309 -2.55791 -0.034 0.021 -0.074 0.10
H -3.12778 3.00075 -1.75235 0.034 0.061 -0.048 0.10
H -2.15079 2.39717 0.42232 0.091 0.055 0.053 0.11
H -3.79224 0.35232 2.91429 0.050 0.074 0.035 0.12
H -2.33904 1.28466 2.52978 -0.046 0.042 0.060 0.11
H -1.40606 -0.33756 0.09079 -0.048 0.178 0.131 0.11
H -0.34868 0.12209 1.45021 -0.096 -0.010 -0.074 0.13
C 1.80732 -0.81674 -0.37618 -0.481 -0.456 -0.173 -0.28
C 2.97843 -1.16573 0.26834 0.090 -0.059 0.029 -0.05
C 3.96218 -0.21212 0.46451 -0.063 0.079 -0.021 -0.09
C 3.74663 1.08353 0.01267 -0.243 -0.209 -0.059 -0.67
C 2.57085 1.43285 -0.63857 0.100 -0.036 0.074 -0.09
C 1.59509 0.46991 -0.83250 -0.043 0.047 -0.064 -0.06
H 0.67611 0.69606 -1.34942 -0.092 0.114 -0.086 0.12
H 2.42796 2.44277 -0.98910 0.005 0.082 -0.028 0.11
Cl 4.96433 2.27820 0.25940 0.166 0.163 0.030 0.69
H 4.88682 -0.46475 0.95889 0.079 -0.007 0.031 0.11
H 3.11119 -2.18648 0.59066 0.113 -0.105 0.066 0.12
```
Forces are in eV/Å.

Values from the calculation:
SMILES string = O=S(=O)(NCCCc1ccccc1)c1ccc(Cl)cc1
ΔE to the lowest compared entry with this formula, charge and spin = 71.39 kJ/mol
E_HOMO = -9.26 eV
LUMO = 0.41 eV
orbital gap = 9.67 eV

=====

Below is a cluster of 2 separate species, C3H9NS2 in total at a distorted geometry, with properties calculated with ωB97M-V/def2-TZVPD.

Geometry as XYZ:
```
15
Properties=species:S:1:pos:R:3:forces:R:3:lowdin_charge:R:1
C 1.88482 0.65759 0.17753 0.278 -0.734 0.166 -0.49
S 0.74612 1.76725 1.04472 0.102 -0.100 0.235 0.34
S 1.13520 3.53003 0.08565 -0.051 1.086 0.136 0.27
H 2.48695 0.03323 0.85084 -0.100 0.479 0.171 0.04
H 2.54858 1.18985 -0.49216 0.024 0.254 0.023 0.02
H 1.28689 -0.04027 -0.39275 -0.223 0.090 -0.267 -0.03
H 1.43123 4.42211 1.10419 -0.005 -0.990 -0.445 -0.17
C -2.29011 -0.86565 -0.04986 0.573 0.033 1.834 -0.15
C -0.40410 -2.16638 -0.73908 0.772 0.926 1.591 -0.07
N -0.96028 -1.04698 -0.55836 -0.165 -0.110 -1.586 -0.11
H -2.28019 0.04779 0.56109 -0.124 0.047 -0.446 0.06
H -2.59824 -1.63856 0.68370 -0.236 -0.169 -0.730 0.08
H -2.94865 -0.72286 -0.90011 -0.266 -0.164 0.115 0.08
H 0.56984 -2.09008 -1.21805 0.052 -0.488 -0.177 0.06
H -0.60808 -3.07708 -0.15735 -0.630 -0.162 -0.617 0.08
```
Forces are in eV/Å.

Values from the calculation:
SMILES string = C=NC.CSS
ΔE to the lowest compared entry with this formula, charge and spin = 164.00 kJ/mol
E_HOMO = -8.38 eV
LUMO = 0.70 eV
orbital gap = 9.08 eV

=====

Below is a cluster of 4 separate species, C2H14NO3 in total at a distorted geometry, with properties calculated with ωB97M-V/def2-TZVPD.

Geometry as XYZ:
```
20
Properties=species:S:1:pos:R:3:forces:R:3:lowdin_charge:R:1
C -0.62460 0.31375 1.45321 -0.053 -0.587 0.382 -0.03
C 0.49747 1.24836 1.24128 1.080 -0.126 -1.316 -0.17
N 0.12532 2.34496 0.28048 -1.452 -0.924 0.060 0.18
H -0.24926 -0.62634 1.93149 -0.471 0.879 -0.326 0.11
H -0.98726 0.04846 0.40118 -0.367 -0.027 0.788 0.13
H -1.47997 0.75852 2.03565 0.284 -0.391 -0.645 0.15
H 1.23778 0.59539 0.65348 0.014 0.760 0.681 0.18
H 1.07446 1.63995 2.09452 -0.125 -0.117 -0.010 0.18
H -0.84696 2.63700 0.44968 0.181 0.167 0.188 0.18
H 0.67246 3.20107 0.21583 0.576 -0.179 0.103 0.18
H 0.02501 1.81261 -0.67043 0.340 0.880 0.144 0.09
H 0.70704 -2.21177 -2.47380 0.183 0.528 -0.498 0.15
H 0.23062 -2.22758 -1.04192 -0.555 0.814 0.415 0.08
O 0.52501 -1.57923 -1.74892 0.258 -1.429 0.325 0.13
H -0.65113 1.14472 -2.72229 -0.106 0.098 0.079 0.13
H 0.14254 0.01273 -1.90153 -0.407 0.453 -0.070 0.05
O -0.14761 0.96635 -1.91234 0.332 -0.611 -0.120 0.05
H -0.82523 -3.48384 0.79885 -0.155 0.103 0.033 0.11
H 0.60260 -3.63377 0.30188 0.121 -0.079 0.551 0.10
O -0.02828 -2.96135 0.61370 0.321 -0.212 -0.764 0.02
```
Forces are in eV/Å.

Values from the calculation:
charge = +2
expectation value of S² = 0.755
ΔE to the lowest compared entry with this formula, charge and spin = 78.31 kJ/mol
E_HOMO (spin up / spin down) = -20.84 / -19.70 eV
LUMO (spin up / spin down) = -6.75 / -15.68 eV
spin multiplicity = 2
orbital gap (spin up / spin down) = 14.09 / 4.02 eV

=====

Below is a cluster of 2 separate species, C4H8O2 in total at a distorted geometry, with properties calculated with ωB97M-V/def2-TZVPD.

Geometry as XYZ:
```
14
Properties=species:S:1:pos:R:3:forces:R:3:lowdin_charge:R:1
O 2.18859 -1.12744 -0.29478 -0.302 -0.759 0.540 0.00
C 1.24128 -0.32304 -0.85117 -0.703 -0.094 -0.607 -0.18
C -0.01563 -0.20977 -0.45111 0.792 -0.494 -0.412 -0.29
O 0.30074 1.89858 1.30741 1.288 -0.748 -0.824 -0.09
C -1.09425 -0.74239 0.38262 -0.094 -0.168 0.418 -0.09
C -1.36318 0.24744 -0.74113 -0.322 0.222 -0.318 -0.09
H 1.71844 -1.81910 0.21374 0.450 0.523 -0.166 0.12
H 1.59922 0.13585 -1.76613 0.054 0.323 0.219 0.13
H 0.80597 1.44785 0.55428 -1.093 0.892 1.406 0.05
H 0.71326 1.50227 2.09085 -0.188 0.266 -0.192 0.04
H -1.20930 -0.37514 1.39414 0.042 0.104 -0.026 0.10
H -1.39324 -1.77796 0.26215 0.016 0.024 -0.154 0.10
H -1.84087 -0.10789 -1.64562 -0.018 -0.091 0.012 0.10
H -1.65102 1.25075 -0.45525 0.077 0.002 0.104 0.10
```
Forces are in eV/Å.

Values from the calculation:
SMILES string = OC=C1CC1.O
ΔE to the lowest compared entry with this formula, charge and spin = 270.21 kJ/mol
E_HOMO = -9.01 eV
LUMO = 0.68 eV
orbital gap = 9.69 eV